This record from the OMol25 dataset describes a 2-piece molecular cluster, C7H9NOS overall at a distorted geometry. The level of theory is wB97M-V/def2-TZVPD.

Results
HOMO energy   -8.59 eV
Energy   -800.1783 a.u.
Spin multiplicity   1
Gap between HOMO and LUMO   0.30937 Ha
Energy relative to the best compared isomer or geometry (same formula, charge and spin)   2.880 eV

XYZ file:
```
19
C7H9NOS (wB97M-V/def2-TZVPD)
C 1.024 2.656 0.239
C 2.200 1.803 0.008
C -0.237 2.058 0.067
C 2.111 0.581 -0.516
C -0.505 0.682 -0.072
C 0.792 -0.095 -0.478
C -2.336 -2.549 -0.272
N 0.612 -1.363 -0.753
O -1.978 -2.584 2.351
S -2.869 -2.985 1.262
H 1.291 3.598 0.557
H 3.164 2.093 0.225
H -1.079 2.706 0.359
H 2.803 -0.182 -0.739
H -1.266 0.283 -0.733
H -1.412 -2.005 -0.430
H -3.010 -3.074 -0.961
H 1.451 -1.863 -1.046
H -0.755 0.241 0.930
```